No. 1
DFT (ωB97M-V/def2-TZVPD) results for a molecular structure, C12H26CuN4O7 in a non-equilibrium geometry.

Computed properties:
* LUMO level (spin up / spin down): 2.8 / 2.7 eV
* total charge: -1
* expectation value of S²: 2.008
* HOMO energy (spin up / spin down): 0.568 / -4.797 eV
* spin multiplicity: 3

Last column: Mulliken spin population.
Geometry (Å):
Cu  -0.518  -0.817  -0.517  -3.364
O  -1.551  0.018  1.364  -0.092
O  -1.541  -2.672  0.244  -0.037
O  -0.077  1.500  -0.772  -0.924
O  -1.536  -0.685  -2.437  0.387
O  0.046  -1.790  -2.347  0.385
O  1.335  -0.816  0.371  -2.447
O  -0.933  -1.644  -4.264  0.048
N  3.524  -0.898  0.085  -0.519
N  -1.779  2.071  2.408  -0.720
N  1.495  2.812  -1.836  -1.021
N  -3.033  -3.090  -1.421  0.005
C  -3.344  1.477  0.671  0.169
C  -2.444  -3.366  -0.242  -0.081
C  -2.908  -4.601  0.588  0.047
C  2.450  -0.843  0.849  3.927
C  3.658  -0.870  -1.336  0.320
C  -2.169  1.096  1.565  0.898
C  1.249  3.100  0.487  1.166
C  -0.808  -1.413  -3.118  -0.155
C  -0.734  1.975  3.395  0.320
C  2.522  -0.806  2.417  1.244
C  0.759  2.394  -0.798  2.765
C  1.547  2.169  -3.118  0.263
H  4.617  -1.322  -1.588  -0.184
H  -3.539  0.664  -0.029  -0.062
H  2.521  -1.777  2.912  0.065
H  -1.039  1.613  4.376  -0.044
H  -2.548  -2.470  -2.054  0.001
H  2.086  3.569  -1.525  -0.101
H  -3.245  2.427  0.146  -0.025
H  2.326  3.170  0.332  -0.632
H  1.345  2.976  -3.822  -0.029
H  1.112  1.176  -3.232  0.027
H  2.599  1.976  -3.332  0.045
H  4.432  -1.128  0.464  -0.179
H  -2.878  -5.492  -0.038  -0.003
H  1.784  -0.115  2.826  0.189
H  -4.238  1.542  1.291  0.023
H  -0.022  1.279  2.951  0.375
H  -2.099  -4.687  1.314  -0.001
H  -3.635  -3.829  -1.755  -0.005
H  -3.876  -4.549  1.086  0.003
H  2.766  -1.339  -1.752  -0.051
H  3.484  -0.401  2.730  -0.354
H  3.578  0.193  -1.562  0.271
H  -0.247  2.944  3.508  -0.212
H  0.805  4.062  0.743  -0.074
H  -2.400  2.862  2.503  0.024
H  1.100  2.356  1.270  0.347

No. 2
DFT (ωB97M-V/def2-TZVPD) results for 2 unconnected molecules or ions with the total composition C7H19N4O2 in a non-equilibrium geometry.

Computed properties:
* LUMO level: -5.7 eV
* ΔE to the lowest compared entry with this formula, charge and spin: 0.0 kcal/mol
* total charge: +1
* HOMO energy: -12.544 eV

Last column: Mulliken charge in e.
Geometry (Å):
O  -0.329  0.188  -5.261  -0.644
O  0.558  2.922  0.429  -0.563
N  0.889  -0.433  0.237  -0.314
N  1.148  -2.516  1.374  -0.120
N  -0.348  1.531  -1.975  -0.525
N  2.891  -1.048  1.425  -0.392
C  -0.531  -0.266  0.663  0.454
C  1.618  -1.327  1.014  0.112
C  -0.734  2.341  0.418  0.074
C  -0.930  -1.366  1.636  -0.975
C  -0.822  1.090  1.318  -1.447
C  -0.302  -2.642  1.094  -0.625
C  -1.259  2.193  -1.021  -1.015
H  -0.540  -1.160  2.638  0.417
H  -1.390  3.207  -1.402  0.395
H  0.925  -0.703  -0.746  0.458
H  -2.256  1.751  -1.045  0.366
H  -1.795  1.009  1.800  0.419
H  3.658  -1.175  0.781  0.240
H  -0.081  1.226  2.116  0.334
H  -1.190  -0.392  -0.195  0.397
H  -0.717  -3.532  1.558  0.414
H  1.216  2.214  0.463  0.364
H  -0.463  0.618  -4.408  0.355
H  -1.380  3.087  0.887  0.489
H  -0.425  -2.733  0.009  0.344
H  1.724  -3.199  0.874  0.348
H  -0.084  -0.718  -5.048  0.299
H  -2.008  -1.453  1.720  0.510
H  0.584  1.434  -1.586  0.249
H  -0.667  0.579  -2.134  0.340
H  3.040  -0.728  2.370  0.239

No. 3
DFT (ωB97M-V/def2-TZVPD) results for 7 unconnected molecules or ions with the total composition C5H24N2O6 in a non-equilibrium geometry.

Computed properties:
* LUMO level: 0.4 eV
* ΔE to the lowest compared entry with this formula, charge and spin: 21.4 kcal/mol
* HOMO energy: -9.509 eV

Last column: Mulliken charge in e.
Geometry (Å):
O  3.281  1.045  1.733  -0.673
O  -1.809  -1.363  2.217  -0.610
O  -2.605  -1.675  -2.360  -0.735
O  1.058  2.477  2.569  -0.630
O  -3.469  -0.769  0.024  -0.693
O  0.556  -0.238  2.978  -0.668
N  1.454  -1.718  0.507  -0.269
N  -0.506  -1.124  -0.698  -0.134
C  -0.647  0.173  -0.116  -0.576
C  0.356  1.207  -0.655  -0.662
C  1.165  1.460  -3.037  -1.184
C  0.445  -1.920  -0.435  -0.263
C  0.006  1.793  -2.051  -0.427
H  -2.235  -2.459  -2.791  0.331
H  -3.142  -1.233  -0.778  0.436
H  0.427  2.088  -0.022  0.321
H  0.467  -2.909  -0.885  0.406
H  0.998  1.525  2.744  0.349
H  -0.685  0.234  0.974  -0.080
H  -2.327  -1.029  1.461  0.280
H  1.605  2.362  -3.484  0.287
H  -0.067  2.876  -1.960  0.423
H  -1.628  0.589  -0.395  0.587
H  -1.723  -1.300  -2.094  0.333
H  -0.204  -0.788  2.730  0.314
H  -0.932  1.464  -2.517  0.293
H  1.209  -1.204  1.359  0.204
H  2.022  -2.518  0.719  0.287
H  1.975  2.668  2.367  0.355
H  -2.213  -2.221  2.389  0.268
H  2.040  0.971  -2.584  0.319
H  -4.403  -0.649  -0.157  0.301
H  3.885  0.363  1.411  0.313
H  0.864  -0.378  3.882  0.242
H  0.977  0.785  -3.895  0.305
H  2.455  0.610  1.477  0.223
H  1.352  0.802  -0.628  0.428

No. 4
DFT (ωB97M-V/def2-TZVPD) results for a single C3H3N3S molecule in a non-equilibrium geometry.

Computed properties:
* LUMO level: -0.9 eV
* ΔE to the lowest compared entry with this formula, charge and spin: 25.5 kcal/mol
* HOMO energy: -9.245 eV

Last column: Mulliken charge in e.
Geometry (Å):
S  -0.605  3.158  0.516  -0.277
N  0.653  -1.925  -2.328  -0.361
N  0.037  -1.279  1.073  -0.629
N  -0.058  0.684  -0.236  -0.175
C  0.129  -0.693  -0.038  0.773
C  0.388  -1.388  -1.296  0.023
C  -0.284  1.579  0.779  -0.162
H  -0.360  1.128  1.771  0.342
H  0.155  -2.301  0.917  0.266
H  -0.056  1.036  -1.158  0.200

No. 5
DFT (ωB97M-V/def2-TZVPD) results for a single C6H10O molecule in a non-equilibrium geometry.

Computed properties:
* LUMO level (spin up / spin down): 0.2 / 0.2 eV
* ΔE to the lowest compared entry with this formula, charge and spin: 92.9 kcal/mol
* HOMO energy (spin up / spin down): -7.641 / -8.091 eV

Last column: Mulliken charge in e.
Geometry (Å):
O  2.663  -1.018  -0.713  -0.492
C  0.566  -0.731  0.399  -0.716
C  0.101  0.648  -0.354  0.609
C  2.078  -0.768  0.318  -0.001
C  -2.102  -0.664  -0.616  -1.202
C  0.842  1.557  0.500  -1.182
C  -1.330  0.537  -0.214  -0.468
H  0.419  1.888  1.453  0.315
H  -3.161  -0.418  -0.743  0.368
H  0.216  -0.728  1.434  0.356
H  0.513  0.497  -1.369  0.313
H  -1.729  -1.073  -1.559  0.350
H  -1.810  1.232  0.473  0.357
H  0.119  -1.574  -0.143  0.375
H  -2.054  -1.498  0.110  0.291
H  2.600  -0.448  1.248  0.369
H  1.687  2.101  0.104  0.358

No. 6
DFT (ωB97M-V/def2-TZVPD) results for a molecular structure, C4H8O2.

Computed properties:
* LUMO level: 0.6 eV
* ΔE to the lowest compared entry with this formula, charge and spin: 114.9 kcal/mol
* HOMO energy: -7.833 eV

Last column: Mulliken charge in e.
Geometry (Å):
O  -1.793  -0.907  -0.858  -0.542
O  0.305  1.417  -0.327  -0.239
C  -0.850  -0.533  0.141  0.265
C  1.264  0.499  -0.349  -0.343
C  0.625  -0.869  -0.244  -0.539
C  -0.758  0.962  0.344  -0.622
H  2.117  0.757  -0.971  0.331
H  0.641  -1.407  -1.203  0.266
H  -1.177  -1.069  1.034  0.345
H  -1.606  1.640  0.364  0.326
H  -1.587  -0.404  -1.659  0.329
H  1.238  0.649  1.478  0.058
H  0.469  0.776  1.756  0.073
H  1.111  -1.512  0.495  0.292

No. 7
DFT (ωB97M-V/def2-TZVPD) results for 5 unconnected molecules or ions with the total composition C5H21NO5 in a non-equilibrium geometry.

Computed properties:
* LUMO level (spin up / spin down): -3.2 / -8.0 eV
* ΔE to the lowest compared entry with this formula, charge and spin: 61.8 kcal/mol
* total charge: +1
* expectation value of S²: 0.754
* HOMO energy (spin up / spin down): -14.072 / -14.054 eV
* spin multiplicity: 2

Last column: Mulliken spin population.
Geometry (Å):
O  3.231  0.605  -0.494  0.012
O  0.322  0.040  3.598  0.022
O  -1.989  -2.317  -1.595  0.001
O  1.116  -3.183  -0.749  0.000
O  -0.388  3.655  -0.127  0.000
N  -0.273  0.181  0.571  0.818
C  0.301  0.017  -1.832  0.086
C  -2.759  0.009  0.329  0.034
C  2.100  -0.028  0.085  0.008
C  0.735  0.504  -0.479  0.021
C  -1.606  0.973  0.608  -0.010
H  -1.876  -1.444  -1.219  -0.001
H  3.081  1.530  -0.709  0.000
H  -2.686  -2.247  -2.253  0.000
H  0.655  -1.018  -1.974  -0.003
H  -0.407  -0.229  3.045  -0.005
H  -3.585  0.149  1.029  -0.003
H  1.129  -3.464  0.170  0.000
H  0.110  0.920  3.945  -0.001
H  -0.769  0.073  -1.945  -0.004
H  -1.601  1.284  1.650  0.025
H  -3.137  0.056  -0.682  0.003
H  -0.431  2.850  -0.626  0.000
H  0.878  1.610  -0.604  0.016
H  -0.474  -0.827  0.575  -0.034
H  -1.595  1.741  -0.117  0.006
H  2.271  -0.013  1.159  -0.001
H  0.249  -3.409  -1.121  0.000
H  2.166  -1.025  -0.358  -0.001
H  -2.498  -0.948  0.785  0.004
H  -1.225  3.915  0.262  0.000
H  0.745  0.591  -2.669  0.008

No. 8
DFT (ωB97M-V/def2-TZVPD) results for a single C17H18N2O6S molecule.

Computed properties:
* LUMO level: -0.4 eV
* ΔE to the lowest compared entry with this formula, charge and spin: 0.0 kcal/mol
* HOMO energy: -8.660 eV

Last column: Mulliken charge in e.
Geometry (Å):
S  -2.803  3.225  0.280  -0.187
O  -1.449  -0.010  -1.633  -0.218
O  -2.394  -1.897  1.946  -0.390
O  -0.259  -0.363  0.259  -0.530
O  -3.233  -2.126  -0.147  -0.649
O  1.264  1.603  -1.726  -0.631
O  3.329  -2.313  -0.662  -0.650
N  -3.060  -0.092  0.852  -0.085
N  2.169  -0.492  -1.455  0.288
C  -2.164  -3.296  2.035  -0.727
C  -1.481  2.165  -0.388  -0.748
C  3.593  -0.082  0.283  0.055
C  -0.567  -0.647  -0.872  0.873
C  -2.220  1.093  -1.177  -0.202
C  -2.909  -1.440  0.790  0.729
C  4.167  2.221  1.671  -0.547
C  3.225  2.282  0.648  -0.466
C  4.807  1.033  1.987  -0.452
C  0.087  -1.765  -1.658  -1.093
C  4.528  -0.142  1.294  -0.504
C  2.013  0.852  -1.151  0.339
C  1.312  -1.186  -2.386  -1.063
C  -3.433  0.662  -0.317  -0.202
C  2.951  1.118  -0.038  0.494
C  3.069  -1.139  -0.614  0.345
C  -4.121  1.961  0.071  -0.871
H  -2.607  1.531  -2.105  0.357
H  -4.087  0.010  -0.906  0.401
H  -0.909  1.744  0.437  0.355
H  2.723  3.203  0.398  0.510
H  -2.538  -3.630  3.001  0.243
H  5.533  1.018  2.786  0.400
H  -4.668  1.870  1.006  0.414
H  5.020  -1.071  1.538  0.497
H  -2.574  0.383  1.598  0.291
H  -0.822  2.758  -1.018  0.497
H  -0.619  -2.174  -2.377  0.432
H  0.411  -2.538  -0.961  0.418
H  1.886  -1.993  -2.846  0.438
H  -1.091  -3.484  1.964  0.234
H  -2.684  -3.811  1.225  0.363
H  0.995  -0.465  -3.143  0.428
H  4.403  3.116  2.228  0.397
H  -4.793  2.307  -0.714  0.420

No. 9
DFT (ωB97M-V/def2-TZVPD) results for a single C5H11NO molecule in a non-equilibrium geometry.

Computed properties:
* LUMO level: 0.5 eV
* ΔE to the lowest compared entry with this formula, charge and spin: 77.0 kcal/mol
* HOMO energy: -9.040 eV

Last column: Mulliken charge in e.
Geometry (Å):
O  1.679  -0.873  -2.008  -0.516
N  -0.416  -0.925  0.327  -0.489
C  2.120  -0.389  0.747  -1.378
C  -1.880  1.057  0.454  -0.884
C  0.742  0.100  0.086  0.383
C  -1.744  -0.413  0.031  -0.282
C  1.103  0.153  -1.471  -0.268
H  -2.707  -0.951  0.401  0.311
H  2.869  0.360  0.890  0.367
H  0.938  0.945  -2.186  0.416
H  -1.965  -0.542  -1.115  0.203
H  2.610  -1.213  0.147  0.293
H  -1.006  1.121  1.103  0.348
H  -0.222  -1.696  -0.319  0.309
H  -2.862  1.155  1.096  0.276
H  1.773  -0.841  1.709  0.341
H  0.680  1.152  0.447  0.303
H  -1.714  1.799  -0.338  0.268

No. 10
DFT (ωB97M-V/def2-TZVPD) results for 2 unconnected molecules or ions with the total composition C6H16NO in a non-equilibrium geometry.

Computed properties:
* LUMO level: -3.3 eV
* ΔE to the lowest compared entry with this formula, charge and spin: 70.9 kcal/mol
* total charge: +1
* HOMO energy: -13.341 eV

Last column: Mulliken charge in e.
Geometry (Å):
O  -1.857  0.762  -3.673  -0.611
N  0.290  -0.111  -1.336  -0.365
C  -0.223  -1.066  1.534  0.703
C  -1.594  -0.658  1.894  -1.290
C  0.396  0.804  0.027  0.130
C  0.283  -2.298  1.499  -0.977
C  1.695  1.658  -0.347  -1.498
C  0.693  0.117  1.329  -0.810
H  1.017  0.199  -2.016  0.391
H  2.653  1.046  -0.265  0.418
H  0.477  -1.220  -0.950  0.414
H  -1.453  -0.075  2.876  0.298
H  -0.692  -0.004  -1.653  0.389
H  -2.306  -1.449  2.300  0.360
H  -2.357  0.720  -4.425  0.302
H  0.565  0.965  2.156  0.359
H  -1.071  0.242  -3.991  0.308
H  -2.080  -0.052  1.179  0.286
H  1.764  2.558  0.405  0.354
H  1.743  -0.027  1.412  0.529
H  1.345  -2.485  1.229  0.254
H  -0.104  -3.235  1.951  0.318
H  -0.636  1.331  0.170  0.280
H  1.451  2.276  -1.305  0.459

No. 11
DFT (ωB97M-V/def2-TZVPD) results for 2 unconnected molecules or ions with the total composition C5H10O2.

Computed properties:
* LUMO level: 0.4 eV
* ΔE to the lowest compared entry with this formula, charge and spin: 99.2 kcal/mol
* HOMO energy: -8.837 eV

Last column: Mulliken charge in e.
Geometry (Å):
O  -0.191  0.778  -0.181  -0.113
O  2.740  1.122  0.473  -0.451
C  -2.466  0.699  -0.959  -1.188
C  1.703  1.713  0.699  0.290
C  -1.427  0.018  -0.098  -0.058
C  1.723  -1.953  0.250  -0.959
C  0.414  1.014  0.934  -0.494
H  1.679  2.808  0.900  0.329
H  1.408  -2.976  0.022  0.299
H  -2.674  1.710  -0.593  0.317
H  1.116  -1.555  1.068  0.201
H  -3.398  0.127  -0.938  0.373
H  -2.126  0.767  -1.997  0.309
H  -1.700  -0.035  0.958  0.402
H  2.772  -1.941  0.555  0.283
H  1.607  -1.312  -0.628  0.192
H  -1.181  -0.984  -0.465  0.268

no.,energy (eV)
1,-77797.4935
2,-17614.1057
3,-20839.6815
4,-18463.9754
5,-8427.2139
6,-8368.2993
7,-17242.8135
8,-44023.8100
9,-8898.3581
10,-10010.2398
11,-9438.7410